(1)
Molecular formula: C4H7NO2
Method: DFT, ωB97M-V/def2-TZVPD

The calculation puts the HOMO energy (spin up / spin down) at -8.51 / -8.52 eV. The energy above the lowest of the compared OMol25 structures with the same formula, charge and spin comes out at 4.360 eV. Its net charge is 0. Its LUMO energy (spin up / spin down) is -0.37 / -0.38 eV.

The geometry in XYZ format:
```
14
C4H7NO2 ωB97M-V/def2-TZVPD
C 1.787 -1.171 0.411
C 1.062 0.064 0.744
C 0.670 0.847 -0.502
O -0.480 0.167 -1.027
C -1.474 -0.149 -0.117
O -1.616 -1.268 0.312
N -2.271 0.909 0.178
H 2.201 -1.296 -0.603
H 2.543 -1.384 1.175
H 1.011 -1.943 0.574
H 0.431 1.895 -0.273
H 1.412 0.815 -1.313
H -3.060 0.746 0.782
H -2.215 1.768 -0.342
```

Atom charges from the Löwdin analysis, given in e for atoms 1 to 6:
1 C -0.15
2 C 0.05
3 C -0.25
4 O -0.04
5 C -0.63
6 O 0.10


(2)
Molecular formula: C20H31ClN3PZr
Method: DFT, ωB97M-V/def2-TZVPD

The calculation puts the HOMO energy at -13.14 eV. Its net charge is +2. Its LUMO energy is -8.27 eV.

The geometry in XYZ format:
```
57
C20H31ClN3PZr ωB97M-V/def2-TZVPD
C -0.058 0.066 -6.561
C 1.315 0.574 -6.571
C -0.299 -1.340 -6.887
C -1.174 1.010 -6.604
Cl 0.179 1.064 -1.584
H -0.305 -1.484 -7.978
H -1.268 -1.686 -6.507
H 0.481 -1.993 -6.477
H 1.628 0.813 -7.599
H 2.023 -0.170 -6.182
H 1.420 1.489 -5.973
H -1.358 1.338 -7.639
H -0.977 1.909 -6.005
H -2.103 0.554 -6.239
C 1.321 -2.116 1.048
C 0.483 -2.914 0.196
C 0.759 -2.563 -1.167
H -0.144 -3.737 0.531
C 1.772 -1.556 -1.169
C 2.114 -1.257 0.193
H 2.912 -0.599 0.527
H 1.455 -2.246 2.125
H 0.368 -3.063 -2.049
H 2.292 -1.172 -2.048
C -2.542 0.266 0.434
C -2.341 -0.925 1.228
C -2.217 -2.033 0.314
H -2.421 -0.996 2.315
C -2.353 -1.528 -1.019
C -2.562 -0.119 -0.948
H -2.815 0.531 -1.784
H -2.759 1.259 0.827
H -2.172 -3.077 0.606
H -2.411 -2.131 -1.928
Zr -0.254 -0.552 -0.006
C 1.693 0.764 5.235
N 1.986 1.731 4.154
C 1.073 2.888 4.266
N -0.350 2.492 4.268
C -0.588 1.506 5.347
N 0.283 0.319 5.220
C -0.038 -0.493 4.049
P 0.200 0.474 2.460
C 1.918 1.103 2.836
C -0.781 1.980 2.968
H 1.878 1.258 6.203
H 2.345 -0.109 5.107
H 1.253 3.569 3.421
H 1.289 3.409 5.215
H -1.636 1.187 5.302
H -0.360 1.987 6.312
H 0.596 -1.391 4.038
H -1.077 -0.845 4.119
H 2.202 1.826 2.058
H 2.625 0.262 2.792
H -1.847 1.715 3.013
H -0.655 2.754 2.198
```

Atom charges from the Löwdin analysis, given in e for atoms 1 to 6:
1 C -0.18
2 C 0.01
3 C 0.01
4 C 0.01
5 Cl 0.08
6 H 0.15


(3)
Molecular formula: C26H24N3O2Re
Method: DFT, ωB97M-V/def2-TZVPD

The calculation puts the HOMO energy (spin up / spin down) at -18.43 / -18.43 eV. Its net charge is +3. Its LUMO energy (spin up / spin down) is -10.74 / -11.55 eV. The spin multiplicity is 4.

The geometry in XYZ format:
```
56
C26H24N3O2Re ωB97M-V/def2-TZVPD
Re -0.349 0.446 -0.851
C 1.913 1.284 2.812
C 0.404 1.480 2.912
C 0.044 2.603 3.905
C -0.257 1.818 1.614
C 0.387 2.590 0.621
C -0.285 2.984 -0.550
C -1.644 2.659 -0.770
C -2.376 3.224 -1.942
C -2.286 1.881 0.233
C -1.607 1.465 1.385
H 2.296 0.927 3.764
H 2.429 2.218 2.600
H 2.163 0.551 2.045
H -0.039 0.560 3.312
H 0.473 3.550 3.588
H 0.455 2.340 4.877
H -1.032 2.729 4.007
H 1.381 2.977 0.808
H 0.196 3.690 -1.217
H -2.198 2.638 -2.848
H -2.025 4.231 -2.167
H -3.448 3.266 -1.764
H -3.350 1.700 0.160
H -2.146 0.932 2.156
O 0.852 -6.994 0.728
C 1.952 -6.680 0.738
O 3.024 -6.281 0.728
C 1.092 -4.020 -0.155
C -0.246 -3.836 -0.281
C -0.640 -2.510 -0.531
N 0.276 -1.523 -0.608
C 1.599 -1.784 -0.539
C 2.065 -3.086 -0.293
C 2.427 -0.630 -0.879
C 3.816 -0.614 -0.819
C 4.504 0.501 -1.276
C 3.774 1.556 -1.812
C 2.389 1.487 -1.822
N 1.713 0.439 -1.335
C -1.990 -2.070 -0.873
C -3.118 -2.882 -0.808
C -4.334 -2.399 -1.269
C -4.373 -1.123 -1.818
C -3.216 -0.357 -1.833
N -2.051 -0.793 -1.341
H -0.947 -4.654 -0.215
H 3.114 -3.334 -0.239
H 4.344 -1.460 -0.406
H 5.583 0.535 -1.224
H 4.272 2.432 -2.201
H 1.813 2.304 -2.237
H -3.040 -3.874 -0.390
H -5.223 -3.013 -1.211
H -5.293 -0.721 -2.216
H -3.240 0.639 -2.256
```

Atom charges from the Löwdin analysis, given in e for atoms 1 to 6:
1 Re 1.61
2 C -0.04
3 C -0.38
4 C -0.01
5 C -0.21
6 C -0.02


(4)
Molecular formula: BF4H18O9
Method: DFT, ωB97M-V/def2-TZVPD

The calculation puts the HOMO energy at -7.41 eV. The energy above the lowest of the compared OMol25 structures with the same formula, charge and spin comes out at 0.201 eV. Its net charge is -1. Its LUMO energy is 2.42 eV.

The geometry in XYZ format:
```
32
BF4H18O9 ωB97M-V/def2-TZVPD
B -15.612 -3.041 -33.540
F -16.395 -2.778 -32.369
F -16.187 -4.108 -34.239
F -15.677 -1.843 -34.352
F -14.267 -3.294 -33.185
O -19.258 -2.642 -32.984
H -18.312 -2.865 -33.005
H -19.566 -2.776 -33.888
O -13.978 -0.402 -32.093
H -14.594 -0.141 -31.397
H -14.537 -0.880 -32.736
O -14.494 0.187 -36.554
H -14.985 0.750 -35.941
H -14.171 0.782 -37.245
O -14.760 -6.581 -33.743
H -15.219 -5.881 -34.246
H -14.112 -6.953 -34.355
O -18.204 -1.153 -35.600
H -18.172 -0.202 -35.742
H -17.432 -1.357 -35.032
O -12.137 -5.467 -32.498
H -12.908 -5.368 -33.075
H -12.185 -4.696 -31.898
O -16.378 -4.557 -29.887
H -16.106 -4.545 -30.817
H -17.133 -3.959 -29.862
O -11.722 -2.894 -31.132
H -12.538 -2.520 -31.520
H -11.116 -2.148 -31.110
O -12.639 -1.834 -35.532
H -13.252 -2.411 -35.045
H -13.113 -0.990 -35.641
```

Atom charges from the Löwdin analysis, given in e for atoms 1 to 6:
1 B -1.17
2 F 0.08
3 F 0.13
4 F 0.06
5 F 0.12
6 O -0.07


(5)
Molecular formula: C10H15NO2
Method: DFT, ωB97M-V/def2-TZVPD

The calculation puts the HOMO energy (spin up / spin down) at -7.70 / -7.70 eV. The energy above the lowest of the compared OMol25 structures with the same formula, charge and spin comes out at 6.604 eV. Its net charge is 0. Its LUMO energy (spin up / spin down) is -0.05 / -0.05 eV.

The geometry in XYZ format:
```
28
C10H15NO2 ωB97M-V/def2-TZVPD
C 3.551 -2.336 -0.160
C 1.980 -0.886 -0.689
C 1.751 1.193 0.452
C 0.550 -1.185 -0.531
C 0.318 1.303 -0.019
C -0.189 -0.034 0.384
C 0.232 1.601 -1.514
C -2.331 -1.429 -0.006
C -2.407 0.594 1.482
C -1.741 -0.049 0.257
N 4.555 -1.737 -0.097
O 2.264 2.131 1.033
O 2.452 0.104 0.000
H 0.125 -1.115 -1.494
H 0.524 -2.124 -0.016
H -0.088 2.161 0.473
H 0.084 -0.277 1.424
H 1.149 1.376 -2.037
H 0.020 2.656 -1.734
H -0.444 0.898 -1.897
H -2.394 -2.034 0.875
H -1.671 -1.879 -0.704
H -3.368 -1.230 -0.404
H -2.881 -0.078 2.180
H -3.208 1.342 1.142
H -1.933 1.402 2.147
H -2.005 0.623 -0.615
H 5.105 -0.992 0.066
```

Atom charges from the Löwdin analysis, given in e for atoms 1 to 6:
1 C -0.04
2 C -0.12
3 C -0.39
4 C -0.11
5 C -0.26
6 C -0.23


(6)
Molecular formula: C35H38As2MgN3O3
Method: DFT, ωB97M-V/def2-TZVPD

The calculation puts the HOMO energy at -10.89 eV. The energy above the lowest of the compared OMol25 structures with the same formula, charge and spin comes out at 4.988 eV. Its net charge is +1. Its LUMO energy is -2.57 eV.

The geometry in XYZ format:
```
82
C35H38As2MgN3O3 ωB97M-V/def2-TZVPD
Mg 1.025 -1.649 1.176
N 2.004 -0.895 2.939
N 2.068 -2.047 3.880
C 2.506 -3.553 1.803
O 2.897 -4.887 1.585
O 2.868 -2.528 1.029
H 2.900 -0.486 2.754
H 1.558 -0.199 3.550
H 1.139 -2.375 3.938
O -1.085 -1.832 1.461
C -1.888 -2.837 2.147
C -1.761 -4.261 1.613
C -0.748 -5.253 2.222
C 0.662 -4.855 2.062
C 1.958 -5.669 2.244
C 2.383 -5.562 3.696
C 2.767 -4.393 4.175
C 2.862 -3.202 3.258
N 0.996 -3.670 1.708
H -1.709 -1.137 1.166
H -2.910 -2.482 2.157
H -1.692 -2.818 3.193
H -1.626 -4.142 0.560
H -2.770 -4.762 1.760
H -0.944 -6.188 1.739
H -0.949 -5.159 3.270
H 1.882 -6.641 1.961
H 2.433 -6.415 4.426
H 3.159 -4.359 5.201
H 3.948 -2.889 3.283
C -0.083 0.614 -6.455
C -1.158 1.365 -6.603
As 0.393 0.504 -0.322
C 1.781 1.745 0.209
C 1.664 2.917 0.871
C 2.771 3.680 1.270
C 4.033 3.191 1.181
C 4.180 2.008 0.518
C 3.099 1.290 0.053
C -1.158 1.075 0.719
C -1.120 1.525 2.023
C -2.269 1.785 2.684
C -3.464 1.552 2.073
C -3.566 0.929 0.802
C -2.354 0.779 0.097
As 0.342 1.174 -2.704
C -1.527 0.849 -3.160
C -2.339 1.941 -3.510
C -3.667 1.708 -3.869
C -4.156 0.403 -4.055
C -3.365 -0.671 -3.742
C -2.004 -0.421 -3.324
C 0.371 3.042 -2.203
C -0.619 3.629 -1.412
C -0.455 4.919 -0.982
C 0.732 5.566 -1.300
C 1.771 4.973 -1.968
C 1.594 3.702 -2.469
H -0.038 -0.319 -5.861
H 0.735 0.949 -7.076
H -1.231 2.260 -7.257
H -2.108 1.147 -6.067
H 0.666 3.259 0.960
H 2.560 4.615 1.752
H 4.851 3.839 1.551
H 5.183 1.621 0.314
H 3.212 0.312 -0.403
H -0.166 1.778 2.393
H -2.279 2.328 3.662
H -4.362 1.943 2.578
H -4.537 0.662 0.389
H -2.420 0.526 -0.961
H -1.926 2.941 -3.339
H -4.296 2.543 -3.903
H -5.180 0.226 -4.346
H -3.728 -1.694 -3.960
H -1.395 -1.342 -3.181
H -1.557 3.012 -1.296
H -1.193 5.340 -0.364
H 0.810 6.587 -0.960
H 2.629 5.612 -2.073
H 2.409 3.225 -2.931
```

Atom charges from the Löwdin analysis, given in e for atoms 1 to 6:
1 Mg 0.62
2 N -0.01
3 N 0.00
4 C -0.65
5 O 0.05
6 O -0.16


(7)
Molecular formula: C3H6N4S
Method: DFT, ωB97M-V/def2-TZVPD

The calculation puts the HOMO energy at -8.45 eV. The energy above the lowest of the compared OMol25 structures with the same formula, charge and spin comes out at 4.268 eV. Its net charge is 0. Its LUMO energy is 0.06 eV. The SMILES is [H]/N=C\N(N)/C=N\C=S.

The geometry in XYZ format:
```
14
C3H6N4S ωB97M-V/def2-TZVPD
C -0.136 -2.334 -0.158
C 1.176 -0.499 0.766
C 0.345 1.700 0.578
H -1.396 -0.089 -0.568
H -1.929 -0.941 0.772
H 0.806 -2.684 -0.133
H -2.021 -2.485 -0.434
H 2.139 -1.014 1.000
H -0.509 1.981 1.430
N -1.209 -0.292 0.356
N -0.091 -1.072 0.453
N -1.051 -2.952 -0.764
N 1.382 0.795 0.683
S 0.087 2.293 -0.893
```

Atom charges from the Löwdin analysis, given in e for atoms 1 to 6:
1 C -0.29
2 C -0.10
3 C -0.80
4 H 0.05
5 H 0.13
6 H 0.07


(8)
Molecular formula: C19H19ClN2NiOP
Method: DFT, ωB97M-V/def2-TZVPD

The calculation puts the HOMO energy (spin up / spin down) at -10.69 / -10.83 eV. Its net charge is +1. Its LUMO energy (spin up / spin down) is -3.83 / -3.84 eV.

The geometry in XYZ format:
```
44
C19H19ClN2NiOP ωB97M-V/def2-TZVPD
Ni -0.259 -0.024 0.282
Cl 3.623 -5.567 -2.043
C 2.468 -4.423 -1.452
C 1.303 -4.881 -0.823
C 0.374 -3.993 -0.346
C 0.563 -2.599 -0.471
O -0.388 -1.812 -0.033
C 1.750 -2.144 -1.104
C 2.057 -0.760 -1.291
N 1.375 0.209 -0.779
C 1.703 1.571 -0.957
C 2.853 2.095 -1.485
C 3.011 3.494 -1.593
C 2.035 4.353 -1.177
C 0.847 3.846 -0.599
C -0.218 4.656 -0.145
C -1.328 4.075 0.401
C -1.372 2.677 0.528
N -0.398 1.894 0.114
C 0.703 2.455 -0.471
C 2.684 -3.081 -1.598
H 1.142 -5.946 -0.719
H -0.536 -4.341 0.123
H 2.936 -0.539 -1.896
H 3.653 1.454 -1.827
H 3.925 3.881 -2.021
H 2.158 5.424 -1.276
H -0.143 5.731 -0.239
H -2.164 4.662 0.749
H -2.224 2.188 0.984
H 3.581 -2.726 -2.090
C -0.632 0.906 3.707
P -0.446 -0.449 2.514
C 1.072 -1.312 3.008
C -1.778 -1.620 2.916
H -0.687 0.522 4.726
H -1.543 1.466 3.495
H 0.217 1.586 3.633
H 0.968 -1.726 4.012
H 1.916 -0.623 2.998
H 1.271 -2.123 2.308
H -2.044 -1.562 3.972
H -1.439 -2.630 2.691
H -2.661 -1.423 2.310
```

Atom charges from the Löwdin analysis, given in e for atoms 1 to 6:
1 Ni 0.45
2 Cl 0.69
3 C -0.67
4 C -0.07
5 C 0.01
6 C -0.32


(9)
Molecular formula: C5H16N2O
Method: DFT, ωB97M-V/def2-TZVPD

The calculation puts the HOMO energy at -8.66 eV. The energy above the lowest of the compared OMol25 structures with the same formula, charge and spin comes out at 1.135 eV. Its net charge is 0. Its LUMO energy is 0.72 eV. The SMILES is CNCCCCN.O.

The geometry in XYZ format:
```
24
C5H16N2O ωB97M-V/def2-TZVPD
C 2.106 -1.656 0.279
C 0.631 -1.650 -0.188
C -0.014 -0.283 -0.317
C -0.379 0.339 1.038
N -0.790 1.731 1.069
C 0.213 2.715 0.681
N 2.401 -2.890 0.992
H 2.805 -1.593 -0.544
H 2.235 -0.818 1.002
H 0.568 -2.316 -1.048
H 0.121 -2.192 0.618
H 0.748 0.368 -0.780
H -0.856 -0.261 -1.026
H -1.069 -0.284 1.619
H 0.575 0.260 1.575
H -1.645 1.768 0.526
H -0.328 3.622 0.410
H 0.870 2.909 1.525
H 0.756 2.449 -0.237
H 1.709 -3.168 1.670
H 3.350 -2.985 1.311
H -5.222 1.823 -3.700
H -3.977 0.874 -3.393
O -4.808 1.239 -3.082
```

Atom charges from the Löwdin analysis, given in e for atoms 1 to 6:
1 C -0.29
2 C -0.21
3 C -0.21
4 C -0.26
5 N -0.13
6 C -0.13


(10)
Molecular formula: C6H12N2OPYb
Method: DFT, ωB97M-V/def2-TZVPD

The calculation puts the HOMO energy (spin up / spin down) at -4.98 / -5.68 eV. The energy above the lowest of the compared OMol25 structures with the same formula, charge and spin comes out at 2.174 eV. Its net charge is 0. Its LUMO energy (spin up / spin down) is -0.11 / -0.38 eV. The spin multiplicity is 2.

The geometry in XYZ format:
```
23
C6H12N2OPYb ωB97M-V/def2-TZVPD
C -0.005 -1.530 -0.558
C 0.490 -2.694 0.043
C -0.504 -3.264 0.885
C -1.696 -2.487 0.819
C -1.506 -1.398 -0.038
Yb -1.028 1.658 -1.896
P 1.364 1.430 -3.220
H 0.483 -0.879 -1.291
H 1.488 -3.104 -0.115
H -0.378 -4.167 1.479
H -2.233 -0.639 -0.352
H -2.619 -2.711 1.354
H 1.614 2.319 -4.329
H 1.732 0.229 -3.931
H 2.650 1.626 -2.597
N -0.137 3.104 1.894
C -0.110 1.912 1.280
N 0.318 0.827 1.932
O -0.482 1.838 0.054
H 0.143 3.213 2.861
H -0.476 3.895 1.361
H 0.299 -0.075 1.459
H 0.593 0.899 2.906
```

Atom charges from the Löwdin analysis, given in e for atoms 1 to 6:
1 C -0.22
2 C -0.23
3 C -0.20
4 C -0.23
5 C -0.20
6 Yb 0.69


One value per record, in order, for max |F|: 0.53 2.64 1.82 0.77 4.40 3.82 4.40 0.50 1.55 3.96 eV Å⁻¹.